Formula: C35H89N11O11
Source: the OMol25 dataset
Level of theory: ωB97M-V/def2-TZVPD

The geometry in XYZ format:
```
146
Properties=species:S:1:pos:R:3:forces:R:3:lowdin_charge:R:1
C 14.700 12.960 15.350 -0.4 1.7 0.8 0.002
C 14.354 13.728 16.750 -0.3 -2.1 -0.4 -0.485
C 13.108 13.000 17.340 0.3 -0.1 -0.7 -0.021
C 15.532 13.595 17.656 2.9 -0.4 1.1 -0.158
C 15.593 14.419 18.956 -2.6 0.3 -0.3 -0.166
C 15.420 15.874 18.584 -0.2 -0.2 -1.0 -0.150
C 14.255 16.123 17.599 -0.6 2.0 -1.2 -0.446
C 12.912 16.343 18.313 -0.3 -0.9 1.1 -0.037
C 14.525 17.589 16.983 -0.6 -0.8 -0.4 -0.035
N 14.159 15.121 16.534 1.9 1.2 0.0 -0.109
O 13.184 15.447 15.594 -0.8 -0.2 0.3 -0.004
H 14.956 11.906 15.463 -0.3 0.1 0.3 0.071
H 13.848 13.120 14.688 -0.2 -0.6 0.0 0.047
H 15.514 13.432 14.801 0.3 0.2 0.4 0.083
H 12.319 13.275 16.640 -0.6 0.3 0.6 0.067
H 13.132 11.913 17.264 0.5 -0.1 -0.1 0.066
H 12.960 13.202 18.401 -0.4 0.4 -0.2 0.072
H 15.740 12.560 17.929 -0.4 -0.3 -0.2 0.121
H 16.424 13.880 17.097 0.1 0.1 -0.4 0.118
H 14.652 14.161 19.441 0.0 -0.2 0.8 0.098
H 16.397 14.299 19.682 0.2 -0.5 -0.5 0.115
H 16.339 16.146 18.065 0.1 0.5 0.1 0.118
H 15.189 16.535 19.419 0.6 0.0 0.1 0.114
H 12.325 15.436 18.454 0.1 -0.3 -0.2 0.063
H 12.221 17.046 17.847 0.4 0.1 -0.1 0.074
H 13.147 16.646 19.334 -0.3 0.5 0.1 0.077
H 14.552 18.365 17.748 0.7 -0.3 0.4 0.078
H 13.674 17.960 16.412 -0.2 -0.6 -0.3 0.057
H 15.367 17.640 16.293 0.3 -0.1 0.4 0.079
H 13.575 15.124 14.779 0.0 0.3 -0.6 0.057
C 9.914 16.978 10.402 0.9 0.2 0.1 -0.025
C 10.136 18.366 9.681 0.7 -0.1 0.1 -0.455
C 11.265 18.121 8.689 0.7 -0.4 -0.1 -0.058
C 8.918 18.698 8.808 -1.1 0.0 0.5 -0.147
C 7.771 19.339 9.597 0.7 1.1 -0.1 -0.157
C 8.294 20.572 10.362 -1.0 -0.7 -1.0 -0.158
C 9.501 20.330 11.215 0.1 -0.7 0.7 -0.539
C 10.040 21.676 11.524 1.7 1.2 0.8 -0.063
C 9.069 19.637 12.523 0.8 -0.6 0.1 -0.007
N 10.553 19.572 10.490 -2.6 0.1 -2.0 -0.101
O 11.810 19.532 11.078 0.0 -0.8 0.8 -0.006
H 9.828 16.231 9.613 -0.4 0.0 -0.1 0.065
H 10.828 16.681 10.916 0.3 0.3 0.1 0.060
H 9.156 16.806 11.166 -0.5 0.5 -0.4 0.060
H 11.015 17.378 7.931 -0.4 -0.1 0.0 0.085
H 11.516 19.040 8.158 0.1 0.0 0.2 0.091
H 12.144 17.714 9.188 0.2 0.3 0.1 0.080
H 9.154 19.295 7.926 0.4 0.5 0.3 0.119
H 8.534 17.790 8.344 0.2 -0.4 0.2 0.114
H 7.040 19.756 8.904 -0.3 -0.5 0.0 0.107
H 7.293 18.652 10.296 0.0 -0.2 -0.1 0.111
H 7.484 20.914 11.005 0.1 0.2 0.1 0.119
H 8.482 21.383 9.659 0.2 -0.1 -0.2 0.119
H 9.376 22.316 12.104 -0.2 -0.2 -0.1 0.101
H 10.416 22.236 10.668 -0.5 -0.1 -0.4 0.093
H 10.945 21.568 12.122 0.0 0.0 0.5 0.078
H 9.191 18.565 12.369 -0.2 0.0 0.3 0.056
H 8.054 19.813 12.881 0.0 0.3 -0.2 0.086
H 9.776 19.928 13.300 -0.1 -0.1 0.2 0.083
H 12.201 20.381 10.860 0.2 0.0 -0.3 0.100
C 9.902 15.691 15.517 -0.3 -0.3 0.2 -0.026
C 8.449 15.192 15.307 -0.3 -0.2 -0.7 -0.386
C 7.681 16.225 14.361 0.3 -0.4 0.9 -0.025
C 8.501 13.803 14.539 -0.2 0.7 0.5 -0.132
C 8.729 12.611 15.438 -0.5 0.7 0.9 -0.198
C 7.715 12.546 16.632 2.1 0.4 -0.9 -0.090
C 7.724 13.879 17.464 0.3 -1.0 0.2 -0.518
C 6.474 13.800 18.327 0.0 0.7 1.3 -0.045
C 8.998 13.999 18.332 0.6 -0.9 0.3 -0.016
N 7.655 15.016 16.603 -0.6 0.3 -3.7 -0.127
O 7.483 16.234 17.242 -0.1 -0.1 0.3 -0.003
H 9.990 16.578 16.146 -0.2 0.1 0.2 0.077
H 10.384 15.967 14.579 -0.1 -0.2 -0.1 0.082
H 10.507 14.905 15.968 0.1 0.1 0.0 0.058
H 6.662 15.905 14.145 -0.1 -0.1 0.3 0.075
H 8.147 16.376 13.387 0.5 -0.4 0.0 0.054
H 7.653 17.224 14.797 -0.1 -0.1 0.3 0.070
H 7.577 13.707 13.969 -0.1 0.0 -0.1 0.100
H 9.345 13.736 13.853 -0.2 0.8 -0.3 0.094
H 9.731 12.757 15.841 0.2 -0.1 0.3 0.090
H 8.820 11.704 14.840 -0.4 -0.2 0.1 0.082
H 8.154 11.759 17.245 -0.6 -0.1 0.5 0.115
H 6.721 12.262 16.286 -0.1 0.2 0.2 0.108
H 5.520 13.832 17.800 0.3 -0.3 -0.3 0.089
H 6.544 12.938 18.991 -0.1 -0.4 -0.3 0.084
H 6.431 14.624 19.039 0.1 0.3 -0.1 0.078
H 9.270 15.020 18.597 -0.3 0.1 0.1 0.075
H 8.991 13.403 19.245 -0.5 0.1 0.3 0.084
H 9.891 13.601 17.851 0.0 0.1 -0.5 0.059
H 8.340 16.417 17.635 0.4 0.5 0.4 0.072
N 11.201 13.633 11.054 -0.3 1.6 -2.8 0.225
C 11.458 13.423 12.320 1.0 -0.3 -0.1 -0.756
N 10.991 12.301 12.750 -2.3 -3.4 1.0 0.198
O 12.192 14.064 13.023 1.8 2.6 1.7 0.041
H 10.550 13.036 10.565 -0.1 0.0 -0.3 0.069
H 11.518 14.491 10.624 -0.2 -0.2 0.1 0.109
H 11.208 11.964 13.677 -0.2 0.3 -0.2 0.093
H 10.271 11.887 12.176 -0.2 -0.7 0.6 0.086
N 6.600 10.202 11.208 0.3 -1.4 -2.3 0.189
C 7.225 10.731 12.250 2.6 -0.7 -2.0 -0.752
N 6.399 11.250 13.051 -3.5 2.5 4.0 0.206
O 8.441 10.754 12.382 1.2 -0.6 0.3 0.004
H 7.260 9.962 10.483 -0.5 -0.3 -0.7 0.083
H 5.626 10.406 11.031 0.5 -0.3 -0.3 0.115
H 6.719 11.724 13.883 -0.4 0.1 -0.2 0.099
H 5.475 11.333 12.653 0.0 0.5 1.2 0.125
N 10.008 8.710 10.834 -0.1 0.3 3.9 0.197
C 9.674 8.691 9.578 1.6 0.9 -0.6 -0.715
N 10.489 7.872 8.928 0.0 -1.2 -2.5 0.176
O 8.908 9.464 9.021 -2.1 0.3 -0.6 0.001
H 9.511 9.270 11.512 -0.1 0.3 -0.2 0.072
H 10.946 8.405 11.051 0.0 -0.1 0.3 0.067
H 10.401 7.953 7.925 0.6 -0.4 0.1 0.119
H 11.268 7.439 9.404 -0.1 0.0 -0.5 0.095
N 14.391 9.847 10.345 4.0 0.8 -3.2 0.172
C 13.401 9.358 11.013 -1.0 0.2 0.2 -0.750
N 12.928 10.302 11.806 -2.0 0.2 2.3 0.188
O 12.957 8.238 10.851 -0.8 -1.4 0.3 0.019
H 14.796 10.735 10.604 0.1 -0.4 -0.3 0.119
H 14.842 9.277 9.643 0.0 0.2 0.2 0.125
H 12.370 9.960 12.575 0.1 0.7 -0.2 0.062
H 13.241 11.261 11.780 -0.2 -0.4 0.3 0.114
C 12.065 12.080 7.702 -0.6 0.7 0.6 -0.179
O 12.831 11.728 6.561 0.1 0.2 0.8 -0.100
H 11.863 11.263 8.395 -0.4 -0.5 -0.4 0.067
H 12.486 12.816 8.388 0.9 0.4 -0.3 0.062
H 11.158 12.598 7.391 -0.2 -0.6 -0.2 0.077
H 13.670 11.447 6.933 0.3 -0.1 -0.4 0.066
C 13.806 17.171 12.874 0.3 -0.7 -2.0 -0.120
O 14.086 15.789 12.507 0.9 1.3 0.9 -0.155
H 12.889 17.464 12.363 -0.3 0.2 0.4 0.053
H 13.801 17.477 13.920 0.0 -0.7 0.2 0.058
H 14.593 17.705 12.341 0.1 0.3 0.3 0.074
H 13.320 15.222 12.620 -0.7 -0.2 0.2 -0.024
C 8.229 12.941 8.977 0.7 -0.9 -0.6 -0.114
O 9.158 12.070 9.646 -0.5 1.7 0.4 -0.170
H 7.931 12.412 8.072 -0.2 0.3 -0.3 0.084
H 7.315 13.202 9.510 0.1 -0.1 0.5 0.072
H 8.755 13.852 8.690 0.0 0.0 0.1 0.067
H 8.897 11.163 9.468 0.1 -0.9 -0.1 0.005
C 11.516 9.754 14.756 -1.8 -0.9 0.8 -0.170
O 12.631 10.621 14.767 -0.4 -0.8 -0.3 -0.118
H 11.668 8.697 14.975 0.9 0.0 0.2 0.092
H 10.753 10.047 15.477 0.1 0.4 0.4 0.078
H 10.907 9.654 13.857 0.6 0.8 -0.8 0.062
H 13.237 10.203 15.384 0.3 0.3 0.0 0.085
```
Positions in Å, forces in eV/Å.

HOMO = -7.45 eV
frontier orbital gap = 7.784 eV
energy relative to the best compared isomer or geometry (same formula, charge and spin) = 1.990 eV
SMILES string = CC1(C)CCCC(C)(C)N1O.CC1(C)CCCC(C)(C)N1O.CC1(C)CCCC(C)(C)N1O.NC(N)=O.NC(N)=O.NC(N)=O.NC(N)=O.CO.CO.CO.CO
net charge = 0
largest force on an atom = 0.1142 hartree/bohr